No. 1
A 3-piece molecular cluster, C21H38N3O3 overall in a non-equilibrium geometry. Source: OMol25; level of theory: the ωB97M-V functional and the def2-TZVPD basis.

Values from the calculation:
Orbital gap, eV: 3.70
Total charge: -1
ΔE to the lowest compared entry with this formula, charge and spin, kJ/mol: 0.00
Lowest unoccupied orbital energy, eV: 2.462
E, Eh: -1212.87520
Maximum force, eV/Å: 1.14

Atoms and positions in Å:
H (0.9875, 4.9368, 1.6752)
H (-2.1773, 2.4019, -1.3086)
H (1.0000, 2.5714, 1.3003)
N (5.8149, -3.2692, 0.9563)
C (-3.8879, 0.8066, 2.0661)
H (4.5693, -4.3777, -0.2972)
C (-4.6647, -0.6710, -4.8386)
C (-0.1983, 2.2974, -0.3932)
H (-5.0600, 0.3323, -5.0153)
H (-1.1962, 4.2106, 0.8501)
H (-1.3026, 0.9520, -1.6846)
H (-2.0824, -1.1135, -0.7345)
H (-2.8467, 0.3034, -6.3212)
O (0.8942, 3.9291, 3.4716)
H (6.4440, -4.0971, 2.7628)
H (4.3188, -4.6522, 1.4347)
H (-4.8014, -1.2676, -5.7449)
H (-4.1480, -2.0044, 3.5760)
H (-1.8193, 0.8349, -4.9672)
H (5.2347, -2.3762, -0.7990)
C (-2.7918, -1.0598, -3.3090)
C (-2.3969, 0.8657, 0.1190)
C (-2.5569, -0.5350, 0.0410)
H (-3.4518, -2.3046, 0.9073)
C (-1.5394, 1.6204, -0.8693)
C (5.8354, -2.2150, 0.1123)
C (-3.3397, -1.2264, 0.9653)
H (-5.5964, -1.9555, 2.5659)
H (2.4016, -1.0205, 0.9756)
C (2.3257, 0.0340, 0.6769)
H (0.3229, 3.2038, 3.7335)
H (5.7453, -5.3350, 0.6236)
H (-1.5573, -0.7521, -5.6942)
C (6.5623, -3.1760, 2.1968)
H (-0.3200, 5.4287, 2.8246)
C (3.6491, 0.4551, 0.0426)
H (7.6198, -3.0105, 1.9856)
N (-3.2642, -0.6029, -4.4895)
H (-5.2257, -0.6561, 3.7529)
H (-4.3867, 1.3606, 2.8522)
C (-3.1032, 1.4973, 1.1406)
H (2.1654, 0.5839, 1.6033)
H (3.6243, 1.5317, -0.1171)
H (6.1999, -2.3352, 2.7892)
O (-1.6279, -1.0092, -2.9777)
C (-4.8181, -1.3472, 3.0190)
H (1.2799, -0.6449, -1.0237)
C (-0.7579, 3.6742, 1.6911)
H (3.8794, -0.0864, -0.8703)
C (1.1085, 0.1293, -0.2567)
C (-4.0072, -0.5785, 2.0074)
H (-5.2271, -1.1300, -4.0278)
H (-0.3301, 1.5108, 1.7195)
H (0.2368, -0.2038, 0.3042)
C (-0.0661, 2.4137, 1.1296)
C (5.0711, -4.4754, 0.6630)
H (4.4304, 0.3027, 0.7819)
H (1.7223, 1.9701, -0.9377)
N (0.8893, 1.3999, -0.9345)
C (-2.3192, -0.0189, -5.4259)
C (0.2387, 4.5962, 2.3835)
H (-3.0501, 2.5729, 1.2311)
O (6.4417, -1.1845, 0.3137)
H (-3.5779, -1.4738, -2.6528)
H (-1.5174, 3.4385, 2.4451)

No. 2
A 11-piece molecular cluster, C21H39Cl12FO15 overall in a non-equilibrium geometry. Source: OMol25; level of theory: the ωB97M-V functional and the def2-TZVPD basis.

Values from the calculation:
Multiplicity: 2
Orbital gap (spin up / spin down), eV: 9.60 / 1.87
Total charge: +1
<S²>: 0.754
Lowest unoccupied orbital energy (spin up / spin down), eV: -2.524 / -10.245
E, Eh: -7573.89288
Maximum force, eV/Å: 4.78

Atoms and positions in Å:
O (1.0465, 5.8136, 0.0294)
C (1.1523, 5.6158, 1.3691)
C (-0.5010, 1.6044, -5.2835)
H (2.2926, 1.8153, 4.8915)
H (-0.6726, -3.6956, -5.3282)
F (0.1722, 1.6529, -0.7375)
H (1.9859, 0.7953, -7.2996)
H (0.5640, 4.7587, -1.7327)
H (0.8314, -1.4027, 0.0785)
H (2.5531, -2.5457, 2.1103)
O (-0.1389, -1.0417, -1.6762)
C (-1.6941, 2.8763, 2.4175)
O (-8.6554, -2.6290, -1.0467)
H (0.1484, 0.7430, 1.0595)
Cl (1.1048, -2.0601, -5.2700)
O (2.1700, 6.3934, 1.6764)
H (-1.2043, 2.6865, -2.2748)
C (-5.1995, -2.6526, -0.6827)
C (7.0767, -3.4462, 4.4212)
H (-1.6418, 3.4474, 3.3444)
H (-0.1728, 4.1008, -0.3355)
H (-1.4736, -5.1169, 1.3268)
O (3.9609, -1.9797, 3.4422)
H (3.0375, 7.5940, 2.9288)
H (-10.0542, -4.0634, -0.2754)
Cl (0.5742, -4.2342, -3.3096)
H (1.6104, 6.8013, 3.6466)
O (0.4060, 4.9240, 2.0880)
O (-0.3316, 2.0564, -3.9922)
C (4.4380, 0.6953, -2.8867)
H (3.7505, -0.1059, -2.6156)
C (-0.0766, 0.5535, 0.0099)
Cl (3.3030, 2.0626, -3.3153)
Cl (-2.9278, 3.3759, 1.1863)
H (0.2439, 0.1044, -7.2514)
H (-0.7442, 2.9598, 1.8894)
H (7.6600, -2.5258, 4.3927)
O (5.7993, -3.2302, 3.7911)
H (3.0994, 5.8755, 3.4954)
Cl (-2.1842, -3.0063, 1.2168)
H (4.1246, -3.4464, 1.9791)
C (5.1874, -2.0410, 4.0715)
Cl (0.9074, -0.9632, 3.2039)
H (-1.9898, -4.7018, -0.3537)
C (-1.5324, 2.4171, -3.2787)
C (-1.3873, -4.4060, 0.5051)
C (0.9244, 0.9425, -7.1009)
H (1.7737, 3.4950, 4.4846)
H (-10.2499, -2.4690, 0.2027)
Cl (-1.9692, 1.1923, 2.8643)
H (6.8600, -3.7628, 5.4415)
Cl (0.9485, -3.0355, 5.1560)
C (0.7152, -0.6138, -0.6646)
Cl (4.0943, 3.2267, 4.2753)
H (-0.9075, -2.5346, -4.0655)
C (3.4078, -2.9628, 2.6428)
H (-4.6111, -2.4715, -1.5822)
Cl (2.0953, 2.0627, 2.5830)
C (-7.5927, -2.9676, -0.3778)
O (-1.4088, 0.1124, -0.3020)
H (2.9953, -3.8339, 3.1518)
O (-6.5193, -2.3999, -0.9839)
H (-0.7787, 5.5918, -0.9072)
C (-0.1396, -3.1191, -4.5722)
C (0.1549, 5.0477, -0.7646)
H (0.5284, 1.7969, -7.6498)
C (0.1062, -2.4559, 3.8239)
H (-4.7318, -1.9236, -0.0210)
H (-4.9436, -3.6461, -0.3145)
H (-0.0616, -3.1419, 2.9937)
H (-1.9195, 3.3166, -3.7573)
Cl (5.4454, 1.1324, -1.5443)
H (7.6985, -4.1343, 3.8485)
H (5.0409, 0.4233, -3.7532)
Cl (0.3663, -4.1263, 0.2302)
O (-7.5209, -3.8421, 0.4812)
O (-2.3782, -1.0719, -2.0226)
H (-0.8993, -2.2595, 4.1962)
C (-9.9760, -3.0527, -0.6762)
H (-2.3756, 1.7263, -3.2823)
O (5.5549, -1.0810, 4.7887)
C (2.4957, 6.6535, 3.0282)
H (1.6524, -0.2439, -1.0804)
C (2.4009, 2.6504, 4.1994)
H (-10.7191, -2.8269, -1.4409)
C (-1.4061, -0.6954, -1.3906)
O (-1.5207, 1.5272, -5.9723)
O (0.7513, 1.3454, -5.7917)

No. 3
C21H39Cl3N7O3RuSi as an isolated structure in a non-equilibrium geometry. Source: OMol25; level of theory: the ωB97M-V functional and the def2-TZVPD basis.

Values from the calculation:
Multiplicity: 6
Orbital gap (spin up / spin down), eV: 6.57 / 6.81
Total charge: 0
<S²>: 8.768
ΔE to the lowest compared entry with this formula, charge and spin, kJ/mol: 115.04
Lowest unoccupied orbital energy (spin up / spin down), eV: 0.442 / -1.462
E, Eh: -3197.36122
Maximum force, eV/Å: 6.50

Atoms and positions in Å:
H (2.3774, -3.1363, -3.3537)
C (-1.7069, 1.8767, -4.8983)
Ru (1.5696, -0.5325, 1.9292)
H (-2.2927, 0.3117, -2.6728)
N (-2.4249, 0.7008, 2.9471)
H (-3.2973, 2.1023, -6.3669)
H (-3.5297, -0.5483, -4.3499)
H (-1.2252, 3.6941, 2.7290)
C (3.0264, -3.2690, 4.1710)
C (5.2409, -2.3793, 3.4810)
H (-4.1779, 1.2602, -1.3480)
H (-1.8717, -1.3259, 2.4303)
H (3.1865, 1.0276, -4.0027)
H (3.4361, -0.0247, -1.1674)
H (1.5685, -2.9399, -1.7226)
C (3.1215, -0.0630, -4.2017)
N (3.8034, -2.2500, 3.4717)
H (-2.4478, -3.3894, -4.0755)
C (-1.5913, 3.2544, -0.3186)
N (-0.2993, 0.1755, 2.5038)
C (0.0960, 1.3130, -3.1011)
C (-2.1493, 1.1342, -2.0056)
H (0.5789, -3.0535, -3.2030)
C (-0.5954, 2.7680, -1.1436)
O (0.4637, -0.1476, -2.9355)
C (-2.8354, -1.7440, -1.4089)
H (1.0987, 2.9666, -5.4792)
H (-1.3860, 4.1385, 0.2831)
C (3.2621, -0.9901, 3.3945)
H (3.9399, -0.2583, 2.8725)
Si (1.8925, -0.9071, -3.1009)
H (2.6107, -1.5365, -0.6239)
H (-2.5261, 1.9462, -4.1796)
H (4.1395, -0.4867, -3.9731)
H (-4.3872, -2.1183, -4.1198)
O (-2.1001, -2.3698, -0.6463)
H (5.6806, -1.7483, 2.7088)
C (-0.8914, 1.7324, -2.0401)
N (-2.0551, 3.1023, 2.7977)
H (-4.6188, -0.7641, -2.9235)
H (-1.2580, -2.0604, -4.2054)
H (5.5098, -3.4176, 3.3200)
C (1.5265, -2.6894, -2.8058)
H (1.0644, 1.7810, -2.9497)
N (-2.7803, -1.7844, -2.7914)
O (2.2178, -0.5997, 4.0255)
H (-1.2251, -3.1647, -2.7732)
C (-2.2092, 1.9098, -6.3201)
H (3.8698, -1.6168, -1.9441)
C (-3.1767, 1.6586, -1.2194)
Cl (1.1777, -2.7804, 1.7273)
H (0.4075, 3.1933, -1.1574)
H (-3.7045, 3.1893, 0.1683)
C (3.0585, -1.0054, -1.4897)
C (-1.5739, -0.2912, 2.6239)
H (0.1483, 1.9816, -6.5588)
C (0.6286, 1.9802, -5.5730)
H (2.8200, -0.3200, -5.2385)
N (-1.5995, 1.7842, 2.8641)
C (-2.8912, 2.7525, -0.4056)
C (-0.4133, 1.7115, -4.5104)
H (2.9345, -2.9735, 5.2303)
H (-3.6127, -1.0154, -1.0607)
H (-2.0316, 0.9331, -6.8305)
H (2.0309, -3.3217, 3.6909)
C (-1.8603, -2.6606, -3.4982)
H (5.6222, -2.0501, 4.4484)
H (-2.5965, 3.2607, 3.6380)
C (-3.9000, -1.2731, -3.5937)
Cl (2.8331, 1.3169, 1.4818)
N (-0.3826, 1.5211, 2.4071)
Cl (0.4762, -0.1272, 0.2016)
H (-1.7968, 2.6849, -6.9930)
H (1.4131, 1.2220, -5.5432)
H (3.5540, -4.2241, 4.0363)

Among the records above, which one has the highest total charge?
C21H39Cl12FO15